1.
C25H49IrNO2SSi2 | ωB97M-V/def2-TZVPD

```
81
C25H49IrNO2SSi2 (ωB97M-V/def2-TZVPD)
O -1.3225 -2.3002 -0.8690
O -2.4328 -1.2849 -2.6717
C -0.2362 -3.1798 -1.3527
C 0.9690 -3.2126 -0.4271
H 0.0502 -2.7440 -2.3245
H -0.6660 -4.1845 -1.5186
H 1.6004 -2.3284 -0.5892
H 1.5771 -4.0827 -0.6796
H 0.6946 -3.2650 0.6381
C -2.0958 -2.8200 0.2774
C -3.5017 -3.0786 -0.1951
H -2.0486 -2.0519 1.0603
H -1.5844 -3.7190 0.6706
H -3.9440 -2.1787 -0.6515
H -4.1439 -3.3911 0.6326
H -3.4912 -3.8851 -0.9409
C -3.4552 -0.2335 -2.3541
C -2.0494 -1.5336 -4.0525
C -3.2102 0.3367 -0.9752
H -4.4261 -0.7510 -2.4844
H -3.3395 0.5184 -3.1444
H -3.0445 -0.4305 -0.2079
H -4.0623 0.9618 -0.6573
H -2.3610 1.0213 -0.9659
C -2.6963 -2.7804 -4.5839
H -0.9541 -1.6265 -4.0947
H -2.3538 -0.6597 -4.6297
H -2.4616 -3.6891 -4.0170
H -2.3226 -2.9416 -5.6056
H -3.7864 -2.6910 -4.6463
H -2.1281 -1.9510 -1.9101
Ir 1.3750 1.1835 1.5445
C 0.7042 0.6339 -0.1679
Si 1.1043 1.5937 -1.7777
H -0.4008 0.5626 -0.0321
H 1.0290 -0.4156 -0.3488
C 2.1599 0.2375 -2.5893
C 1.7260 3.2052 -1.0088
C -0.3842 1.8532 -2.8722
C 3.1058 0.7305 0.7476
Si 3.8041 1.8320 2.0692
H 3.3329 1.0584 -0.2767
H 3.3094 -0.3444 0.8431
C 4.7994 3.1285 1.1265
C 4.8155 0.7164 3.1838
C 2.5048 2.7640 3.0675
H -0.2342 2.7368 -3.5191
H -1.2987 1.9997 -2.2875
H -0.5263 0.9793 -3.5247
H 2.7933 -0.2961 -1.8683
H 2.7791 0.6298 -3.3990
H 1.4625 -0.4981 -3.0235
H 1.6853 3.0937 0.1025
H 1.0763 4.0644 -1.2313
H 2.7560 3.4677 -1.2711
H 5.2250 -0.1250 2.6084
H 4.2115 0.3060 4.0044
H 5.6561 1.2711 3.6218
H 2.6969 2.4936 4.1084
H 1.3958 2.6724 2.9303
H 2.7253 3.8199 2.8729
H 5.8321 3.1442 1.5009
H 4.3791 4.1349 1.2506
H 4.8353 2.9030 0.0533
S -0.7612 -1.8982 3.8472
C 0.8139 -2.5092 3.5076
C 1.6660 -1.5397 2.9908
C 0.9647 -0.3238 2.7741
C -0.3690 -0.3560 3.1361
C -1.2412 0.7507 2.8756
C -2.6148 0.8484 3.1753
C -3.3496 1.9240 2.7106
C -2.6950 2.9182 1.9744
C -1.3203 2.8093 1.7308
N -0.6238 1.7499 2.1797
H 1.0725 -3.5357 3.7484
H 2.7216 -1.6280 2.7275
H -3.0587 0.0423 3.7652
H -4.4129 2.0100 2.9337
H -3.2274 3.7851 1.5955
H -0.7737 3.5723 1.1597
```

Expectation value of S² ... 6.03
2S+1 ... 5
Energy above the lowest of the compared OMol25 structures with the same formula, charge and spin ... 35.5 kcal/mol
HOMO-LUMO gap (spin up / spin down) ... 4.66 / 5.77 eV
HOMO energy (spin up / spin down) ... -6.6024 / -9.8886 eV
Charge ... +1



2.
C17H14F4HgN3O4 | ωB97M-V/def2-TZVPD

```
43
C17H14F4HgN3O4 (ωB97M-V/def2-TZVPD)
Hg -0.0479 0.8632 0.1578
C -2.9482 -0.7792 -0.1113
N -1.6965 -1.1359 0.5414
C -1.2793 -2.4792 0.1801
C -1.7616 -0.9271 1.9780
C -0.4027 -0.9756 2.6749
N 0.5808 -0.0842 2.0716
C 1.7686 0.0612 2.6805
C 2.7987 0.8545 2.0966
F 2.5702 1.4653 0.9280
C 4.0357 1.0519 2.6597
F 4.9234 1.8232 2.0165
C 4.3948 0.4768 3.8634
C 3.4331 -0.3025 4.4637
F 3.7145 -0.8879 5.6423
C 2.1826 -0.5115 3.9142
F 1.3648 -1.3071 4.6476
H -3.7879 -1.3910 0.2612
H -2.8476 -0.9303 -1.1861
H -3.1614 0.2770 0.0571
H -2.0162 -3.2352 0.5033
H -0.3163 -2.7068 0.6363
H -1.1679 -2.5355 -0.9028
H -2.4230 -1.6743 2.4528
H -2.1986 0.0622 2.1383
H -0.0332 -2.0099 2.6806
H -0.5971 -0.7083 3.7161
H 5.3675 0.6309 4.3045
O -0.1780 0.0901 -6.9230
C -0.8048 0.9597 -6.2642
O -1.5651 1.8590 -6.6918
C -0.5744 0.9215 -4.7425
C 0.3582 -0.0112 -4.1881
C 0.5493 -0.0663 -2.8440
N -0.1349 0.7188 -1.9598
C -1.0579 1.6407 -2.4746
C -1.2526 1.7350 -3.8553
C -1.8043 2.4878 -1.5148
O -2.6022 3.3506 -1.8987
O -1.5758 2.2891 -0.2232
H 0.8968 -0.6629 -4.8622
H 1.2582 -0.7564 -2.3939
H -1.9621 2.4600 -4.2299
```

Expectation value of S² ... 0.77
2S+1 ... 2
HOMO-LUMO gap (spin up / spin down) ... 3.08 / 6.06 eV
HOMO energy (spin up / spin down) ... 1.1434 / -1.8376 eV
Charge ... -2



3.
C3H11N2O | ωB97M-V/def2-TZVPD

```
17
C3H11N2O (ωB97M-V/def2-TZVPD)
C -0.0679 -0.9572 2.2935
C 0.0142 -0.2267 0.9888
C -0.9656 0.6457 0.6762
N -0.8138 1.6444 -0.4001
N 0.9351 -0.6080 0.0660
H -1.0258 -1.4710 2.3889
H -0.0430 -0.2368 3.1123
H 0.6819 -1.7330 2.4522
H -1.8005 0.8226 1.3412
H -1.3887 1.4823 -1.2371
H 0.1748 1.7722 -0.6163
H -1.1924 2.5315 -0.0720
H 1.5915 -1.3513 0.2225
H 0.6837 -0.4617 -0.9110
H 1.4185 -0.3881 -3.2626
H -0.0541 -0.8253 -3.3045
O 0.6272 -0.4766 -2.7161
```

Energy above the lowest of the compared OMol25 structures with the same formula, charge and spin ... 32.5 kcal/mol
HOMO-LUMO gap ... 9.19 eV
HOMO energy ... -12.5711 eV
Charge ... +1



4.
C4H11N3O2 | ωB97M-V/def2-TZVPD

```
20
C4H11N3O2 (ωB97M-V/def2-TZVPD)
C 2.0190 -1.1638 -0.9928
C 1.1858 -2.3872 -0.7784
O 0.6383 -2.9622 -1.8918
O 0.8802 -2.6022 0.3992
H 1.2125 -0.1873 -0.6166
H 2.5905 -0.7483 -1.9885
H 2.5817 -1.0773 -0.1397
C 0.5170 1.9984 1.1162
C -1.5733 0.7348 0.1991
N -2.0857 -0.0261 -0.7202
N -0.1483 0.7359 0.6088
N -2.3736 1.7506 0.6965
H -1.6760 -0.7446 -1.2713
H 0.2453 -3.7748 -1.7368
H -0.1083 0.1395 1.4534
H -2.6641 1.8520 1.6419
H -3.4356 1.7242 0.3454
H -0.1379 2.8658 1.1747
H 1.3818 2.2342 0.4871
H 0.9509 1.6384 2.0136
```

SMILES ... [H]/N=C(/N)NC.CC(=O)O
Energy above the lowest of the compared OMol25 structures with the same formula, charge and spin ... 82.5 kcal/mol
HOMO-LUMO gap ... 9.91 eV
HOMO energy ... -9.2032 eV